Entry 1:
The following is a DFT calculation (the ωB97M-V functional and the def2-TZVPD basis) of a molecular structure, C38H33N8O7W at a distorted geometry.

The calculation puts the gap between HOMO and LUMO (spin up / spin down) at 5.98 / 6.02 eV. The calculation puts the electronic energy at -68014.64631 eV. As for the highest occupied orbital energy (spin up / spin down): -0.3698 / -0.3667 Eh. As for the spin multiplicity: 3. The energy relative to the best compared isomer or geometry (same formula, charge and spin) comes out at 47.9 kJ/mol. Its total charge is +1.

Structure (XYZ):
```
87
C38H33N8O7W (the ωB97M-V functional and the def2-TZVPD basis)
W 0.3845 0.0529 0.3497
C 0.5978 5.8031 -6.4989
O 0.9268 5.7085 -5.1158
C -0.0683 5.8301 -4.2265
C 0.2955 5.7306 -2.8782
C -0.6590 5.8242 -1.8936
C -2.0052 6.0404 -2.2302
C -2.3440 6.2054 -3.5660
C -1.3958 6.0724 -4.5671
N -3.0779 6.2118 -1.3012
N -3.1161 5.6462 -0.1933
C -2.2063 4.6454 0.2256
C -1.5444 4.7706 1.4190
C -0.6688 3.7736 1.8904
C -0.4937 2.6217 1.1825
O 0.3676 1.6200 1.5219
C -1.2639 2.4206 0.0160
N -1.0952 1.2045 -0.5980
C -1.7581 0.9656 -1.7135
C -2.6472 1.8893 -2.2697
C -2.8289 3.1061 -1.6661
C -2.1105 3.4161 -0.4955
H 1.5289 5.6677 -7.0374
H 0.1782 6.7817 -6.7387
H -0.1053 5.0190 -6.7883
H 1.3425 5.5904 -2.6390
H -0.3556 5.7749 -0.8587
H -3.3773 6.4224 -3.8146
H -1.6910 6.1823 -5.6025
H -1.6670 5.6899 1.9787
H -0.0994 3.9275 2.8013
H -1.5836 0.0055 -2.1818
H -3.1762 1.6320 -3.1768
H -3.5220 3.8238 -2.0861
O 2.7094 -4.9607 -2.6422
C 1.7126 -4.8351 -3.4060
O 1.2578 -5.4433 -4.3581
C 1.0689 -3.5968 -2.7571
C 0.1101 -3.7501 -1.7393
C -0.1782 -2.7093 -0.9086
N 0.4040 -1.4918 -1.0298
C 1.2909 -1.3190 -2.0635
C 1.6161 -2.3058 -2.9327
C 1.9342 0.0400 -2.0962
O 2.6905 0.4083 -2.9372
O 1.5619 0.7636 -1.0237
H -0.3802 -4.7055 -1.6008
H -0.9015 -2.8047 -0.1113
H 2.3309 -2.0996 -3.7181
C 2.5274 -2.9728 2.6441
C 1.5707 -2.1152 2.1734
N 1.8525 -1.1043 1.3236
C 3.1321 -0.9472 0.9504
C 4.1741 -1.7247 1.4386
C 3.8532 -2.7766 2.2750
C 5.5777 -1.4566 1.0554
C 6.2487 -0.3029 1.0039
C 5.8946 1.0800 1.3984
C 6.9037 2.0368 1.3819
C 6.5780 3.3248 1.7660
N 5.3492 3.6633 2.1506
C 4.4561 2.6781 2.1404
N 4.6616 1.4149 1.7852
H 2.2419 -3.7941 3.2873
H 0.5366 -2.2314 2.4509
H 3.3347 -0.1994 0.2059
H 4.6301 -3.4360 2.6440
H 6.1429 -2.3474 0.7954
H 7.2791 -0.3807 0.6752
H 7.9107 1.7820 1.0774
H 7.3211 4.1155 1.7644
H 3.4493 2.9293 2.4548
C -3.8445 -1.0393 1.2503
N -3.1134 -0.7305 2.4843
C -3.9163 -0.5789 3.7036
C -1.8193 -0.5473 2.4901
C -1.1335 -0.1385 3.7530
O -1.1621 -0.7607 1.4215
H -4.2212 -2.0607 1.2813
H -3.1963 -0.9216 0.3942
H -4.6863 -0.3551 1.1600
H -4.8690 -1.0750 3.5464
H -4.1070 0.4733 3.9199
H -3.4248 -1.0393 4.5563
H -1.7263 0.5716 4.3244
H -0.1784 0.3076 3.5110
H -0.9602 -1.0196 4.3769
```

Löwdin charges in e:
1. W 1.75
2. C -0.06
3. O -0.06
4. C -0.28
5. C 0.02
6. C -0.01
7. C -0.28
8. C -0.02
9. C 0.00
10. N 0.09
11. N 0.08
12. C -0.24
13. C 0.00
14. C 0.03
15. C -0.30
16. O -0.24
17. C -0.13
18. N -0.04
19. C -0.08
20. C 0.00
21. C 0.04
22. C -0.08
23. H 0.10
24. H 0.10
25. H 0.10
26. H 0.13
27. H 0.11
28. H 0.12
29. H 0.11
30. H 0.13
31. H 0.13
32. H 0.13
33. H 0.12
34. H 0.12
35. O 0.02
36. C -0.69
37. O 0.05
38. C -0.05
39. C 0.02
40. C -0.11
41. N -0.10
42. C -0.18
43. C 0.09
44. C -0.52
45. O 0.16
46. O -0.19
47. H 0.13
48. H 0.11
49. H 0.15
50. C -0.02
51. C -0.11
52. N -0.08
53. C -0.05
54. C -0.16
55. C 0.03
56. C -0.02
57. C -0.01
58. C -0.26
59. C 0.00
60. C -0.11
61. N 0.09
62. C -0.19
63. N 0.13
64. H 0.12
65. H 0.10
66. H 0.11
67. H 0.14
68. H 0.12
69. H 0.11
70. H 0.12
71. H 0.12
72. H 0.11
73. C 0.02
74. N -0.10
75. C 0.00
76. C -0.42
77. C 0.04
78. O -0.18
79. H 0.11
80. H 0.08
81. H 0.11
82. H 0.10
83. H 0.11
84. H 0.10
85. H 0.10
86. H 0.08
87. H 0.11



Entry 2:
The following is a DFT calculation (the ωB97M-V functional and the def2-TZVPD basis) of a molecular structure, C2H4O2S2 at a distorted geometry.

The calculation puts the gap between HOMO and LUMO at 8.57 eV. The calculation puts the electronic energy at -27901.42355 eV. As for the highest occupied orbital energy: -0.3547 Eh. The energy relative to the best compared isomer or geometry (same formula, charge and spin) comes out at 281.0 kJ/mol. Its total charge is 0.

Structure (XYZ):
```
10
C2H4O2S2 (the ωB97M-V functional and the def2-TZVPD basis)
C 0.8921 0.3105 -0.4826
C 0.9122 0.0861 0.8426
O -1.2974 -1.2750 0.8312
O -1.6768 1.0630 0.2041
S -1.3755 -0.7929 -1.9808
S -1.2300 -0.2436 -0.1526
H 0.6568 1.2851 -0.8789
H 1.2969 -0.4061 -1.1799
H 1.2473 -0.8552 1.2498
H 0.5744 0.8282 1.5469
```

Löwdin charges in e:
1. C -0.20
2. C -0.03
3. O -0.35
4. O -0.35
5. S 0.38
6. S 0.20
7. H 0.09
8. H 0.07
9. H 0.09
10. H 0.09



Entry 3:
The following is a DFT calculation (the ωB97M-V functional and the def2-TZVPD basis) of a molecular structure, C15H33Br2INO12P2S2 at a distorted geometry.

The calculation puts the gap between HOMO and LUMO at 7.15 eV. The calculation puts the electronic energy at -230584.32631 eV. As for the highest occupied orbital energy: -0.2293 Eh. Its total charge is -1.

Structure (XYZ):
```
68
C15H33Br2INO12P2S2 (the ωB97M-V functional and the def2-TZVPD basis)
C -3.1872 -5.4964 1.4764
C -2.5641 -4.6137 2.5571
Br -3.3105 -4.8878 4.3272
C -1.6094 -3.7359 2.3482
Br -0.8322 -3.5036 0.5863
S -0.9067 -2.6442 3.6365
O 0.2099 -3.2733 4.2796
O -1.9227 -2.1609 4.5372
N -0.2921 -1.3488 2.7819
S -1.3677 -0.1157 2.6317
O -0.8465 0.7589 1.5935
O -1.4932 0.6803 3.8337
I -3.5640 -0.8593 1.8347
H -3.2066 -6.5307 1.8564
H -2.6999 -5.3926 0.4991
H -4.2333 -5.1400 1.3633
O 5.0913 1.4320 3.4986
P 4.4443 2.7609 3.7735
O 3.0805 2.6217 2.8823
C 2.0264 1.7668 3.3638
C 1.2744 2.4088 4.5119
O 5.3976 3.6521 2.7523
C 6.7238 3.2410 2.4396
C 6.7582 2.5724 1.0786
O 3.9256 4.1641 4.4988
C 3.9319 5.4484 3.8776
C 3.0579 5.5701 2.6482
H 2.4341 0.7973 3.6603
H 1.3458 1.5986 2.5300
H 1.9174 2.5139 5.3928
H 0.4107 1.8044 4.7878
H 0.9323 3.4095 4.2413
H 7.1263 2.5881 3.2143
H 7.3485 4.1386 2.4218
H 6.0109 1.7825 1.0016
H 7.7431 2.1435 0.8811
H 6.5302 3.2993 0.2959
H 4.9546 5.7665 3.6725
H 3.5499 6.1370 4.6363
H 3.4530 4.9940 1.8122
H 3.0032 6.6150 2.3330
H 2.0479 5.2115 2.8468
O -2.3737 -3.7437 -4.1142
P -2.2129 -2.4110 -4.7905
O -2.2499 -1.4142 -3.4884
C -1.1048 -1.3651 -2.6310
C 0.0322 -0.5823 -3.2604
O -3.7691 -2.2773 -5.3302
C -4.5569 -3.4338 -5.6012
C -5.5089 -3.7007 -4.4512
O -1.7581 -1.1861 -5.8139
C -2.6401 -0.1829 -6.3224
C -3.2700 0.7087 -5.2748
H -0.7842 -2.3794 -2.3768
H -1.4186 -0.8765 -1.7082
H 0.4213 -1.0957 -4.1448
H 0.8510 -0.4572 -2.5504
H -0.3069 0.4029 -3.5833
H -3.9270 -4.2994 -5.8063
H -5.1294 -3.2329 -6.5106
H -4.9855 -3.7255 -3.4951
H -6.0290 -4.6507 -4.5903
H -6.2509 -2.9026 -4.3833
H -3.3942 -0.6328 -6.9684
H -2.0213 0.4407 -6.9731
H -3.9912 0.1678 -4.6632
H -3.7995 1.5328 -5.7582
H -2.5159 1.1229 -4.6055
```

Löwdin charges in e:
1. C -0.15
2. C -0.78
3. Br 0.75
4. C -0.80
5. Br 0.74
6. S 0.38
7. O -0.31
8. O -0.42
9. N -0.37
10. S 0.11
11. O -0.45
12. O -0.40
13. I 0.59
14. H 0.07
15. H 0.03
16. H 0.09
17. O -0.22
18. P 0.65
19. O -0.22
20. C -0.26
21. C -0.07
22. O -0.26
23. C -0.30
24. C -0.08
25. O -0.24
26. C -0.28
27. C -0.08
28. H 0.12
29. H 0.10
30. H 0.07
31. H 0.06
32. H 0.08
33. H 0.10
34. H 0.11
35. H 0.08
36. H 0.07
37. H 0.07
38. H 0.11
39. H 0.12
40. H 0.07
41. H 0.08
42. H 0.07
43. O -0.21
44. P 0.65
45. O -0.22
46. C -0.28
47. C -0.07
48. O -0.25
49. C -0.29
50. C -0.07
51. O -0.24
52. C -0.28
53. C -0.07
54. H 0.08
55. H 0.12
56. H 0.07
57. H 0.08
58. H 0.07
59. H 0.10
60. H 0.11
61. H 0.08
62. H 0.07
63. H 0.07
64. H 0.11
65. H 0.12
66. H 0.07
67. H 0.08
68. H 0.07